w:
9
Properties=species:S:1:pos:R:3:mulliken_charge:R:1 method="wB97M-V/def2-TZVPD" orbital_gap_ev=6.2379 total_charge=-2 lumo_ev=7.4
O 0.878 1.311 -0.730 -0.48
O 2.324 0.096 0.762 -0.80
O 0.912 -1.198 -0.893 -0.84
O -1.528 1.223 0.263 -0.55
O -1.610 -1.292 0.336 -0.43
P -1.007 0.140 1.104 -0.26
P 1.031 0.006 0.076 0.55
H -0.112 1.167 -0.640 0.45
H -0.890 -1.452 -0.278 0.36

---

x:
9
Properties=species:S:1:pos:R:3:mulliken_charge:R:1 method="wB97M-V/def2-TZVPD" orbital_gap_ev=6.4637 total_charge=-2 lumo_ev=7.0
O -1.260 0.364 -0.417 -0.72
O 2.021 2.177 2.551 -0.57
O 0.813 1.838 0.451 -0.64
O 2.834 -1.759 2.537 -0.58
O 1.802 -1.624 0.223 -0.58
P 2.591 -0.902 1.319 0.22
P 1.312 1.157 1.741 0.15
H -0.284 0.816 -0.379 0.44
H -1.259 -0.249 0.347 0.28

---

w (2.8 kcal/mol below the next structure)

---

w:
8
Properties=species:S:1:pos:R:3:mulliken_charge:R:1 method="wB97M-V/def2-TZVPD" smiles="C=[N+]([O-])C=O" orbital_gap_ev=9.2229 lumo_ev=-0.3
C 1.131 -0.224 0.243 -0.28
C -1.211 0.082 0.099 0.14
N 0.157 0.132 -0.487 0.48
O -2.183 0.458 -0.435 -0.32
O 0.243 0.584 -1.597 -0.64
H 2.043 -0.260 -0.226 0.31
H 0.874 -0.561 1.203 0.16
H -1.053 -0.210 1.199 0.14

---

x:
8
Properties=species:S:1:pos:R:3:mulliken_charge:R:1 method="wB97M-V/def2-TZVPD" orbital_gap_ev="9.3051 / 9.3070" lumo_ev="0.1 / 0.1"
C 0.836 1.044 -0.006 -0.13
C -1.706 -1.117 -0.121 0.12
N -1.586 0.015 0.013 -0.41
O 1.453 0.061 -0.422 0.08
O 1.636 -0.914 0.443 -0.54
H 1.014 1.931 -0.626 0.26
H 0.326 1.099 0.989 0.33
H -1.973 -2.119 -0.270 0.30

---

w (61.1 kcal/mol below the next structure)

---

w:
8
Properties=species:S:1:pos:R:3:mulliken_charge:R:1 method="wB97M-V/def2-TZVPD" orbital_gap_ev=8.1379 lumo_ev=-0.5
C -2.704 -0.169 0.005 0.12
C -1.307 -0.104 -0.137 -0.09
N -3.794 0.131 0.325 -0.37
O 2.278 0.322 0.005 -0.66
O -0.443 -1.021 -0.136 -0.26
H 3.053 0.114 0.622 0.32
H 2.535 1.112 -0.521 0.32
H 0.382 -0.386 -0.162 0.63

---

x:
8
Properties=species:S:1:pos:R:3:mulliken_charge:R:1 method="wB97M-V/def2-TZVPD" orbital_gap_ev=8.6431 lumo_ev=-1.2
C -0.172 0.875 -0.512 -0.25
O -0.039 0.085 -1.701 -0.31
O -0.335 -0.803 1.258 -0.50
C 0.703 -0.392 -0.691 0.64
N 0.853 -1.352 0.074 -0.33
H -0.198 -1.133 2.166 0.29
H -1.181 0.913 -0.133 0.21
H 0.369 1.806 -0.462 0.25

---

y:
8
Properties=species:S:1:pos:R:3:mulliken_charge:R:1 method="wB97M-V/def2-TZVPD" orbital_gap_ev="7.9964 / 7.8201" lumo_ev="-0.9 / -0.9"
C -0.607 -0.548 0.555 0.00
C 0.390 0.271 0.092 -0.65
N 1.325 -2.210 -0.019 0.23
O -0.427 -1.327 1.539 -0.56
O 0.815 -2.610 0.885 0.04
H -1.401 -0.681 -0.057 0.41
H 0.224 0.733 -0.938 0.22
H 1.329 0.567 0.612 0.30

---

w (30.8 kcal/mol below the next structure)

---

w:
8
Properties=species:S:1:pos:R:3:mulliken_charge:R:1 method="wB97M-V/def2-TZVPD" smiles="[H]/N=C/OC=O" orbital_gap_ev=11.7501 lumo_ev=0.9
N -0.140 -1.023 1.198 -0.55
C -0.354 0.152 0.817 0.15
O -0.669 0.410 -0.504 -0.30
C 0.282 0.190 -1.451 0.16
O 1.444 0.004 -1.248 -0.44
H 0.028 -1.040 2.203 0.27
H -0.392 1.063 1.421 0.38
H -0.200 0.244 -2.435 0.34

---

x:
8
Properties=species:S:1:pos:R:3:mulliken_charge:R:1 method="wB97M-V/def2-TZVPD" orbital_gap_ev=10.2706 lumo_ev=0.9
C 0.748 0.724 0.021 -0.43
C 0.093 -0.627 0.003 -0.14
N 1.878 0.119 -0.018 0.77
O 3.054 0.259 0.006 -0.68
O 1.392 -1.191 0.009 -0.33
H 0.577 1.708 -0.223 0.39
H -0.541 -0.839 0.966 0.21
H -0.491 -0.778 -0.923 0.21

---

y:
8
Properties=species:S:1:pos:R:3:mulliken_charge:R:1 method="wB97M-V/def2-TZVPD" smiles=N#CC(O)O orbital_gap_ev=12.0847 lumo_ev=0.4
C -2.332 -0.028 0.026 0.14
C -0.867 -0.042 -0.059 0.29
N -3.452 0.023 -0.198 -0.33
O -0.386 -1.190 0.538 -0.48
O -0.350 1.200 0.536 -0.49
H -0.577 -0.038 -1.189 0.22
H -0.362 -1.041 1.574 0.36
H 0.524 1.240 0.264 0.30

---

w (14.4 kcal/mol below the next structure)

---

w:
8
Properties=species:S:1:pos:R:3:mulliken_charge:R:1 method="wB97M-V/def2-TZVPD" orbital_gap_ev="9.8129 / 8.1043" lumo_ev="-0.6 / -1.4"
C 1.620 1.281 -1.949 0.91
C -0.130 -0.095 0.161 -0.61
N 1.859 0.842 -0.721 -0.44
O 1.302 1.147 -3.059 -0.44
O 1.612 2.233 -1.019 -0.24
H -0.735 -0.149 -0.657 0.31
H 0.290 -1.112 0.536 0.25
H -0.345 0.749 0.887 0.26

---

x:
8
Properties=species:S:1:pos:R:3:mulliken_charge:R:1 method="wB97M-V/def2-TZVPD" orbital_gap_ev=3.8906 lumo_ev=-4.5
O 0.050 -0.822 -2.105 -0.08
C 0.811 -0.040 -2.473 0.12
N -0.097 -0.745 1.188 -0.52
C -0.652 0.418 1.542 0.15
O -1.470 1.112 0.911 -0.52
H 1.761 -0.063 -1.714 0.26
H -0.092 -0.713 0.162 0.25
H -0.312 0.853 2.491 0.34

---

w (26.1 kcal/mol below the next structure)

---

w:
8
Properties=species:S:1:pos:R:3:mulliken_charge:R:1 method="wB97M-V/def2-TZVPD" orbital_gap_ev=10.7583 lumo_ev=0.5
C 2.245 -0.618 -0.150 0.15
C -0.778 0.487 -0.242 -0.11
N 3.202 -1.158 0.185 -0.37
O -1.978 0.987 0.232 -0.39
O -0.724 -0.763 0.000 -0.21
H 1.627 0.207 -0.462 0.24
H -2.021 1.908 -0.014 0.37
H -1.573 -1.050 0.452 0.31

---

x:
8
Properties=species:S:1:pos:R:3:mulliken_charge:R:1 method="wB97M-V/def2-TZVPD" smiles="NC(=O)C=O" orbital_gap_ev=9.8912 lumo_ev=-0.1
C -0.478 0.162 -0.074 0.71
C 0.902 -0.560 -0.085 -0.05
H -2.410 -0.338 0.246 0.25
H -1.309 -1.741 0.213 0.22
H 0.853 -1.679 -0.244 0.22
N -1.485 -0.725 0.014 -0.42
O -0.591 1.356 -0.012 -0.54
O 1.931 0.046 0.092 -0.39

---

y:
8
Properties=species:S:1:pos:R:3:mulliken_charge:R:1 method="wB97M-V/def2-TZVPD" smiles="C=CON=O" orbital_gap_ev=9.9227 lumo_ev=-0.2
C 1.066 0.507 -0.075 -0.53
C 0.435 -0.648 0.054 0.02
N -1.591 0.445 -0.043 0.17
O -2.797 0.388 -0.040 -0.35
O -0.961 -0.769 0.031 -0.15
H 2.156 0.182 -0.086 0.19
H 0.732 1.497 -0.146 0.37
H 0.960 -1.602 0.305 0.29

---

x (50.4 kcal/mol below the next structure)

---

w:
8
Properties=species:S:1:pos:R:3:mulliken_charge:R:1 method="wB97M-V/def2-TZVPD" orbital_gap_ev="8.4514 / 8.4393" lumo_ev="-1.1 / -1.1"
C -0.717 1.197 -0.164 -0.30
C 0.305 0.132 -0.448 -0.19
N 0.169 -1.234 1.529 0.31
O 0.850 -0.329 0.788 -0.14
O -0.898 -1.618 1.126 -0.39
H -0.711 2.036 -0.993 0.19
H -0.212 -0.757 -0.772 0.28
H 1.213 0.573 -1.065 0.25

---

x:
8
Properties=species:S:1:pos:R:3:mulliken_charge:R:1 method="wB97M-V/def2-TZVPD" orbital_gap_ev="7.8257 / 7.8119" lumo_ev="-2.2 / -2.2"
C 0.709 0.965 0.019 0.13
C -0.703 -0.594 -0.059 0.00
N -0.523 0.813 0.210 -0.43
O 1.619 0.075 -0.095 -0.27
O 0.389 -1.285 0.132 -0.24
H 1.162 1.919 0.138 0.39
H -1.462 -0.915 0.715 0.19
H -1.191 -0.978 -1.060 0.22

---

x (62.7 kcal/mol below the next structure)

---

w:
8
Properties=species:S:1:pos:R:3:mulliken_charge:R:1 method="wB97M-V/def2-TZVPD" orbital_gap_ev="8.4110 / 9.0092" lumo_ev="-0.7 / -0.4"
C 0.227 -0.364 0.847 -0.36
C -0.693 -0.318 -0.298 -0.06
N 1.420 0.103 -0.929 0.01
O 0.200 0.106 -1.349 -0.16
O 1.394 -0.233 0.394 0.00
H 0.036 1.816 1.995 0.03
H -1.055 -1.306 -0.546 0.24
H -1.530 0.197 -0.115 0.31

---

x:
8
Properties=species:S:1:pos:R:3:mulliken_charge:R:1 method="wB97M-V/def2-TZVPD" smiles="C1=CONO1" orbital_gap_ev=9.2320 lumo_ev=1.0
C 0.659 0.638 -0.247 -0.10
C 0.673 -0.650 -0.260 -0.30
N -1.405 -0.020 0.145 -0.09
O -0.638 1.108 -0.073 -0.26
O -0.653 -1.186 -0.085 -0.25
H 1.478 1.339 -0.428 0.35
H 1.487 -1.230 -0.147 0.42
H -1.602 0.001 1.096 0.23

---

x (104.7 kcal/mol below the next structure)